# 1
{
  "formula": "C22H56Cl4O18S6",
  "method": "ωB97M-V/def2-TZVPD",
  "relative_energy_kcal_mol": 44.33,
  "smiles": "CCOS(C)(=O)=O.CCOS(C)(=O)=O.CCOS(C)(=O)=O.CCOS(C)(=O)=O.CCOS(C)(=O)=O.CCOS(C)(=O)=O.ClCCCl.ClCCCl",
  "charge": 0,
  "lumo_energy_ev": -0.05,
  "species": ["Cl", "C", "C", "Cl", "H", "H", "H", "H", "Cl", "C", "C", "Cl", "H", "H", "H", "H", "O", "S", "O", "O", "C", "C", "C", "H", "H", "H", "H", "H", "H", "H", "H", "O", "S", "O", "O", "C", "C", "C", "H", "H", "H", "H", "H", "H", "H", "H", "O", "S", "O", "O", "C", "C", "C", "H", "H", "H", "H", "H", "H", "H", "H", "O", "S", "O", "O", "C", "C", "C", "H", "H", "H", "H", "H", "H", "H", "H", "O", "S", "O", "O", "C", "C", "C", "H", "H", "H", "H", "H", "H", "H", "H", "O", "S", "O", "O", "C", "C", "C", "H", "H", "H", "H", "H", "H", "H", "H"],
  "xyz": [[-11.70680, -4.95561, 1.09518], [-12.38582, -5.66712, 2.56569], [-13.74790, -6.25389, 2.16543], [-13.48219, -7.51751, 0.91402], [-12.63245, -4.90760, 3.30758], [-11.82167, -6.50187, 2.98165], [-14.40537, -5.50947, 1.71634], [-14.42878, -6.61733, 2.93512], [-8.73663, -9.05278, -0.33734], [-10.25556, -9.83849, -0.96053], [-11.25960, -8.82131, -1.56197], [-12.63093, -9.61286, -2.33989], [-10.75797, -10.39424, -0.16881], [-9.84627, -10.55432, -1.67339], [-10.71660, -8.35520, -2.38416], [-11.60671, -8.09614, -0.82593], [-8.73764, -9.10076, 6.38259], [-9.10559, -10.35760, 5.74571], [-10.07080, -11.33529, 6.26420], [-9.55510, -10.06618, 4.17345], [-9.56780, -8.70484, 3.72981], [-8.21537, -8.20277, 3.19737], [-7.54273, -11.30779, 5.42628], [-9.90188, -8.00867, 4.49912], [-10.31943, -8.49377, 2.96915], [-7.55324, -8.43628, 4.03114], [-8.19319, -7.13191, 2.99523], [-7.85819, -8.73267, 2.31435], [-7.86873, -11.97292, 4.62664], [-7.26417, -11.85741, 6.32541], [-6.75601, -10.61298, 5.13232], [-15.50778, -0.38816, 5.24579], [-14.14566, 0.07630, 4.85368], [-13.90878, 1.31942, 4.16987], [-13.26903, 0.16075, 6.20090], [-13.34517, -0.87014, 7.19100], [-11.94270, -1.37604, 7.33082], [-13.26949, -1.24454, 3.83726], [-14.02476, -1.66610, 6.88652], [-13.67806, -0.47128, 8.14923], [-11.35207, -0.63266, 7.86621], [-11.52867, -1.49927, 6.33008], [-12.11493, -2.28004, 7.91496], [-13.22361, -2.19493, 4.36902], [-12.28843, -0.96053, 3.45651], [-13.91730, -1.39219, 2.97319], [-16.56765, -6.56021, 3.77113], [-16.39708, -5.35410, 4.57526], [-15.40252, -4.37206, 4.21457], [-17.85411, -4.51311, 4.59525], [-17.79377, -3.14172, 5.04521], [-19.23812, -2.59339, 5.37415], [-16.19943, -5.74754, 6.36890], [-17.27986, -2.61246, 4.24279], [-17.13611, -2.94964, 5.89298], [-19.45877, -1.54436, 5.17680], [-19.54555, -2.74435, 6.40894], [-19.99071, -3.15971, 4.82552], [-16.36756, -4.81452, 6.90676], [-15.19575, -6.16978, 6.41836], [-16.95995, -6.48732, 6.61879], [-10.67431, -2.97272, 3.96761], [-9.40806, -3.74514, 3.98304], [-9.29874, -5.05959, 4.63755], [-8.86493, -3.96804, 2.40875], [-8.43590, -2.86189, 1.58036], [-9.56365, -1.84206, 1.40618], [-8.03171, -2.70190, 4.67487], [-8.07640, -3.12161, 0.58466], [-7.56461, -2.36809, 2.01061], [-10.53732, -2.23611, 1.11494], [-9.33176, -1.21513, 0.54520], [-9.69780, -1.22152, 2.29220], [-8.25765, -2.40414, 5.69878], [-8.06593, -1.76783, 4.11412], [-7.07850, -3.20518, 4.51292], [-16.24611, -3.22202, -2.65609], [-16.74586, -4.59055, -2.42758], [-16.12286, -5.74011, -3.03564], [-16.87984, -4.79249, -0.80288], [-17.16908, -3.66575, 0.03844], [-17.82107, -4.08468, 1.31955], [-18.54561, -4.52905, -2.81711], [-17.70685, -2.87989, -0.49197], [-16.24394, -3.17080, 0.33381], [-18.78361, -4.50658, 1.03041], [-17.86960, -3.25097, 2.02004], [-17.26223, -4.89105, 1.79449], [-19.00312, -5.43047, -2.40939], [-18.62781, -4.27929, -3.87493], [-18.86082, -3.69469, -2.19055], [-18.61904, -9.89053, 2.71983], [-17.38654, -9.88979, 1.92639], [-17.23736, -10.98438, 0.94006], [-17.36391, -8.35087, 1.26736], [-16.92463, -8.18048, -0.06751], [-18.18539, -8.01786, -0.87257], [-15.83368, -9.79553, 2.91579], [-16.26112, -8.94638, -0.46908], [-16.25410, -7.32174, -0.03499], [-18.78225, -7.25739, -0.36906], [-18.73720, -8.94184, -1.04543], [-18.06679, -7.51754, -1.83367], [-15.57770, -10.78430, 3.29645], [-16.06297, -9.13144, 3.74916], [-15.04886, -9.41166, 2.26403]],
  "lowdin_charge": [0.62, -0.62, -0.63, 0.61, 0.06, 0.06, 0.06, 0.04, 0.54, -0.61, -0.68, 0.56, 0.07, 0.06, 0.06, 0.00, -0.30, 0.68, -0.31, -0.25, -0.28, -0.07, -0.10, 0.10, 0.10, 0.06, 0.07, 0.03, 0.06, 0.07, 0.06, -0.33, 0.67, -0.29, -0.27, -0.28, -0.07, -0.09, 0.11, 0.13, 0.09, 0.07, 0.09, 0.05, 0.05, 0.06, -0.29, 0.66, -0.30, -0.27, -0.26, -0.04, -0.07, 0.09, 0.10, 0.08, 0.07, 0.07, 0.06, 0.07, 0.07, -0.34, 0.70, -0.30, -0.30, -0.25, -0.09, -0.09, 0.12, 0.10, 0.05, 0.08, 0.06, 0.07, 0.05, 0.08, -0.31, 0.66, -0.27, -0.28, -0.29, -0.05, -0.09, 0.11, 0.12, 0.09, 0.08, 0.06, 0.06, 0.07, 0.05, -0.31, 0.69, -0.32, -0.28, -0.31, -0.06, -0.10, 0.12, 0.08, 0.08, 0.09, 0.06, 0.07, 0.05, 0.02]
}

# 2
{
  "formula": "C22H57N3O8",
  "method": "ωB97M-V/def2-TZVPD",
  "relative_energy_kcal_mol": 132.20,
  "smiles": "COCCNCCOC.COCCNCCOC.COCCNCCOC.CCO.CCO",
  "charge": 0,
  "lumo_energy_ev": 0.10,
  "species": ["C", "O", "C", "C", "N", "C", "C", "O", "C", "H", "H", "H", "H", "H", "H", "H", "H", "H", "H", "H", "H", "H", "H", "H", "C", "O", "C", "C", "N", "C", "C", "O", "C", "H", "H", "H", "H", "H", "H", "H", "H", "H", "H", "H", "H", "H", "H", "H", "C", "O", "C", "C", "N", "C", "C", "O", "C", "H", "H", "H", "H", "H", "H", "H", "H", "H", "H", "H", "H", "H", "H", "H", "C", "C", "O", "H", "H", "H", "H", "H", "H", "C", "C", "O", "H", "H", "H", "H", "H", "H"],
  "xyz": [[-8.34011, -2.21451, -1.46180], [-6.95248, -2.52347, -1.52091], [-6.29078, -1.96392, -2.64185], [-4.87546, -2.59447, -2.77970], [-4.22831, -2.12390, -3.95609], [-3.84001, -0.66647, -3.88534], [-2.58252, -0.46791, -3.06440], [-1.95749, 0.59330, -3.12278], [-0.72257, 0.60840, -2.47003], [-8.55452, -1.13769, -1.29151], [-8.86291, -2.67327, -0.61907], [-8.77576, -2.62335, -2.39116], [-6.35788, -0.86493, -2.61861], [-6.78189, -2.29280, -3.56239], [-4.97165, -3.65893, -2.85609], [-4.29746, -2.40236, -1.90424], [-3.41119, -2.69189, -4.15185], [-4.65145, 0.03928, -3.65759], [-3.49811, -0.45806, -4.86555], [-1.97212, -1.25057, -3.46289], [-2.82050, -0.73453, -2.04141], [-0.29941, 1.57178, -2.76488], [-0.08375, -0.19861, -2.83302], [-0.87151, 0.49291, -1.40211], [4.39969, 0.36967, -2.35693], [3.27321, -0.16051, -1.72050], [3.65045, -1.24782, -0.88831], [2.45821, -1.79950, -0.12151], [2.73983, -3.16155, 0.31198], [2.01923, -3.47203, 1.54704], [2.24594, -4.92856, 2.03490], [1.76274, -5.33366, 3.10087], [2.10355, -4.60990, 4.33112], [5.09303, -0.42823, -2.63187], [4.94582, 1.02903, -1.68909], [4.12028, 0.82525, -3.29978], [4.48578, -1.10091, -0.15179], [4.06074, -2.07207, -1.52282], [1.54806, -1.84644, -0.67855], [2.27259, -1.13311, 0.72321], [3.71183, -3.27805, 0.60270], [0.98129, -3.23108, 1.46891], [2.36103, -2.83449, 2.31839], [3.25271, -5.17020, 2.17902], [1.88933, -5.65942, 1.26236], [3.11986, -4.40136, 4.32264], [1.96197, -5.29648, 5.17692], [1.51069, -3.70185, 4.52083], [-4.35079, 0.78164, -0.32443], [-3.74111, -0.14160, 0.55820], [-3.10946, 0.47325, 1.69721], [-1.69948, 1.10992, 1.35393], [-1.15574, 1.72679, 2.51747], [-0.00272, 2.51786, 2.21725], [0.40502, 3.34961, 3.40754], [1.10563, 4.32378, 3.25953], [2.44790, 3.97375, 2.94315], [-3.62917, 1.39537, -0.83170], [-4.92975, 1.52358, 0.15455], [-4.97790, 0.30083, -1.06973], [-2.96483, -0.25581, 2.50505], [-3.70240, 1.24179, 2.14305], [-1.73857, 1.77384, 0.50295], [-0.99965, 0.26289, 1.04475], [-0.77271, 0.94727, 3.04749], [-0.28104, 3.28555, 1.51109], [0.73874, 1.97461, 1.71905], [0.75229, 2.66036, 4.20541], [-0.52986, 3.75275, 3.80607], [2.51765, 3.20949, 2.16811], [3.04549, 3.63437, 3.81462], [2.89261, 4.86350, 2.45536], [5.87474, 2.90397, 0.87279], [5.26188, 1.85265, 1.65565], [4.43245, 1.17374, 0.79381], [5.20121, 3.61849, 0.40800], [6.47914, 2.54081, 0.01116], [6.54470, 3.38296, 1.54486], [4.66198, 2.23300, 2.47673], [5.99168, 1.20530, 2.11270], [4.28857, 0.30452, 1.23522], [0.66531, 3.48534, -1.03495], [1.80506, 2.57775, -1.18919], [1.47045, 1.37225, -0.57300], [0.82870, 4.27724, -1.80243], [0.58906, 3.98464, -0.03624], [-0.31776, 3.05415, -1.24593], [2.66912, 3.00225, -0.63853], [2.05471, 2.51770, -2.27586], [2.21079, 0.70708, -0.63520]],
  "lowdin_charge": [-0.11, -0.20, -0.22, -0.22, -0.06, -0.14, -0.42, -0.12, -0.05, 0.09, 0.08, 0.09, 0.10, 0.12, 0.12, 0.10, 0.11, 0.12, 0.10, 0.12, 0.11, 0.09, 0.10, 0.08, -0.10, -0.20, -0.23, -0.21, -0.06, -0.19, -0.38, -0.14, -0.03, 0.09, 0.08, 0.10, 0.13, 0.14, 0.12, 0.11, 0.11, 0.12, 0.09, 0.10, 0.15, 0.06, 0.10, 0.10, -0.11, -0.18, -0.17, -0.21, -0.06, -0.22, -0.43, -0.10, -0.06, 0.07, 0.07, 0.08, 0.12, 0.10, 0.10, 0.13, 0.12, 0.10, 0.08, 0.13, 0.14, 0.07, 0.10, 0.11, -0.09, -0.37, -0.08, 0.08, 0.10, 0.07, 0.10, 0.12, 0.10, -0.10, -0.36, -0.12, 0.09, 0.07, 0.07, 0.11, 0.12, 0.06]
}

It is found that the E values, taken in the order of the records, are -6455.86687; -1638.24513 a.u..
It is found that the highest occupied orbital energy values, taken in the order of the records, are -0.390; -0.309 Eh.